(1)
{
  "formula": "C34H43BF4Ge2N5O10PSTi",
  "method": "ωB97M-V with the def2-TZVPD basis set",
  "elements": ["Ti", "O", "C", "O", "C", "C", "C", "C", "C", "O", "C", "C", "O", "O", "H", "H", "H", "H", "H", "H", "H", "H", "F", "B", "F", "F", "F", "N", "C", "P", "O", "O", "C", "N", "H", "H", "H", "H", "H", "H", "H", "H", "H", "H", "C", "Ge", "C", "C", "Ge", "C", "C", "C", "C", "C", "C", "C", "C", "C", "C", "C", "C", "H", "H", "H", "H", "H", "H", "H", "H", "H", "H", "H", "H", "H", "H", "H", "H", "H", "H", "H", "O", "S", "O", "O", "C", "N", "C", "C", "C", "N", "C", "C", "C", "N", "C", "C", "H", "H", "H", "H", "H", "H"],
  "xyz": [[0.1318, 0.5242, -0.7415], [1.7752, 4.0509, -3.6321], [1.7379, 3.0616, -2.9432], [0.8544, 2.8952, -1.9592], [2.7853, 1.9746, -2.9785], [3.4404, 1.8541, -1.5661], [4.8904, 1.4075, -1.7693], [4.6636, -0.0331, -2.2844], [3.1469, -0.1938, -2.0982], [2.8301, 0.6825, -1.0095], [2.3393, 0.4945, -3.2015], [0.8405, 0.2869, -2.9048], [0.0010, 0.9643, -3.4934], [0.5514, -0.6778, -2.0753], [3.5155, 2.2702, -3.7281], [3.2865, 2.7083, -0.9114], [5.4194, 1.4021, -0.8166], [5.4233, 2.0490, -2.4690], [5.1931, -0.7673, -1.6778], [4.9504, -0.1655, -3.3280], [2.8317, -1.2015, -1.8737], [2.5480, 0.1540, -4.2154], [-3.3154, 0.5186, 2.3773], [-1.9996, 0.2411, 2.1791], [-1.7772, -1.0176, 1.6137], [-1.2811, 0.3064, 3.4242], [-1.3956, 1.2531, 1.3275], [-0.3805, 4.9188, -0.7312], [-0.6342, 4.1954, 0.5210], [0.9158, 3.2921, 0.9516], [2.0947, 4.1481, 0.6842], [0.9561, 1.8459, 0.4452], [0.7365, 2.9678, 2.7996], [1.0675, 1.5387, 3.0098], [0.4504, 5.4947, -0.6212], [-1.1554, 5.5134, -0.9948], [0.3141, 3.7282, -1.8088], [-1.4689, 3.5061, 0.3990], [-0.8566, 4.8715, 1.3555], [-0.2833, 3.1579, 3.1263], [1.4185, 3.6190, 3.3399], [0.2504, 0.9938, 3.3396], [1.8606, 1.3592, 3.6163], [1.2479, 1.1712, 2.0455], [2.0333, -3.8211, 3.1845], [0.8917, -2.1928, 3.1166], [1.7177, -1.0720, 4.5708], [-0.8055, -2.8293, 3.9336], [1.1128, -1.3162, 0.7285], [3.1193, -1.5313, 0.8826], [3.7973, -2.7030, 0.5490], [5.1680, -2.8257, 0.7380], [5.8964, -1.7753, 1.2763], [5.2412, -0.5991, 1.6173], [3.8759, -0.4836, 1.4150], [0.6018, -3.0537, -0.1245], [-0.3772, -3.8558, 0.4640], [-0.7748, -5.0573, -0.1041], [-0.2238, -5.4738, -1.3056], [0.7324, -4.6803, -1.9243], [1.1386, -3.4932, -1.3364], [1.8487, -4.3478, 4.1220], [3.0906, -3.5641, 3.1280], [1.7979, -4.4895, 2.3558], [1.9203, -1.7476, 5.4026], [1.0443, -0.2967, 4.9382], [2.6715, -0.6382, 4.2593], [-0.7217, -2.7332, 5.0166], [-0.9566, -3.8801, 3.6862], [-1.6688, -2.2602, 3.5984], [3.2430, -3.5381, 0.1387], [5.6691, -3.7471, 0.4666], [6.9650, -1.8669, 1.4251], [5.8019, 0.2287, 2.0362], [3.3960, 0.4646, 1.6381], [-0.8473, -3.5256, 1.3836], [-1.5230, -5.6656, 0.3887], [-0.5440, -6.3997, -1.7661], [1.1607, -4.9828, -2.8721], [1.8823, -2.9045, -1.8517], [-8.5284, -1.7914, -0.7583], [-9.3278, -0.6486, -1.1471], [-10.0420, -0.0027, -0.0605], [-10.0867, -0.8265, -2.3710], [-8.1029, 0.6738, -1.6204], [-8.6837, 1.7834, -2.0695], [-7.8186, 2.7515, -2.3923], [-6.4558, 2.6029, -2.2680], [-5.9502, 1.3882, -1.7873], [-6.8263, 0.4172, -1.4665], [-4.5404, 1.0982, -1.6171], [-3.5331, 2.0483, -1.8434], [-2.2191, 1.7162, -1.6395], [-1.8023, 0.4977, -1.2550], [-2.7571, -0.4354, -1.1046], [-4.0989, -0.1766, -1.2421], [-8.2667, 3.6692, -2.7572], [-5.7972, 3.4145, -2.5476], [-3.7710, 3.0461, -2.1821], [-1.4403, 2.4392, -1.8415], [-2.4065, -1.4286, -0.8635], [-4.8408, -0.9432, -1.0632]],
  "mulliken_spin": [1.694, 0.000, 0.008, -0.010, -0.024, 0.024, -0.002, 0.005, -0.046, 0.198, 0.049, 0.098, 0.085, -0.026, 0.001, -0.001, 0.000, 0.000, 0.000, 0.001, -0.022, 0.006, 0.003, 0.099, -0.002, -0.001, 0.017, 0.001, 0.022, 0.021, 0.002, -0.048, 0.001, 0.006, 0.000, 0.000, -0.001, -0.011, 0.002, 0.000, 0.000, -0.002, 0.000, 0.088, 0.061, 0.094, 0.010, 0.013, 0.079, 0.046, 0.021, -0.010, 0.021, -0.009, 0.029, 0.103, 0.041, -0.008, 0.035, -0.013, 0.026, 0.007, -0.004, -0.002, 0.005, -0.004, -0.001, 0.001, 0.000, -0.001, 0.003, 0.001, 0.001, 0.000, 0.002, 0.002, -0.001, 0.002, -0.001, -0.006, 0.000, 0.000, 0.000, 0.000, -0.001, 0.003, -0.001, 0.003, 0.001, 0.002, -0.003, -0.017, 0.071, 0.118, 0.074, 0.010, 0.000, 0.000, 0.000, -0.022, -0.016, -0.001],
  "e_tot_ev": -231709.827,
  "charge": -1,
  "spin_multiplicity": 4,
  "lumo_energy_ha": [0.0526, -0.0423],
  "max_force_ev_per_a": 3.48,
  "s2": 3.762,
  "homo_lumo_gap_ha": [0.221, 0.149],
  "molar_mass_g_mol": 1024.68
}

(2)
{
  "formula": "C34H43CrF5N7O",
  "method": "ωB97M-V with the def2-TZVPD basis set",
  "elements": ["Cr", "C", "N", "C", "C", "C", "C", "C", "C", "C", "N", "C", "C", "C", "C", "C", "C", "N", "C", "C", "H", "H", "H", "H", "H", "H", "H", "H", "H", "H", "H", "H", "H", "H", "H", "H", "H", "H", "H", "H", "N", "C", "N", "C", "C", "C", "C", "C", "H", "H", "H", "H", "H", "H", "H", "H", "H", "H", "C", "C", "N", "C", "C", "N", "C", "C", "H", "H", "H", "H", "H", "H", "H", "H", "H", "H", "H", "H", "H", "F", "C", "C", "F", "C", "F", "C", "O", "C", "F", "C", "F"],
  "xyz": [[0.1656, -0.1442, 1.2283], [-1.5821, -0.9727, 3.5705], [-1.7105, -0.6678, 2.1374], [-2.6954, 0.4104, 2.0094], [-2.1016, -1.9055, 1.4777], [-3.4006, -2.3773, 1.4578], [-3.6604, -3.6538, 0.9803], [-2.6125, -4.4714, 0.5916], [-1.3070, -4.0194, 0.6246], [-1.0219, -2.7019, 1.0175], [0.1759, -2.0432, 1.0598], [1.4381, -2.5880, 1.0765], [1.9114, -3.7108, 0.3830], [3.2184, -4.1378, 0.5399], [4.0882, -3.4633, 1.3785], [3.6527, -2.3274, 2.0427], [2.3599, -1.8690, 1.8764], [1.8486, -0.6942, 2.5756], [1.6769, -1.0477, 3.9939], [2.8017, 0.4206, 2.5119], [-2.5613, -1.2304, 3.9901], [-0.9250, -1.8293, 3.7102], [-1.1988, -0.1077, 4.1123], [-3.5881, 0.2170, 2.6098], [-2.2444, 1.3364, 2.3697], [-2.9812, 0.5347, 0.9682], [-4.2187, -1.7839, 1.8366], [-4.6717, -4.0212, 0.9586], [-2.8095, -5.4809, 0.2693], [-0.5173, -4.7036, 0.3649], [1.2662, -4.2496, -0.2915], [3.5629, -5.0091, 0.0052], [5.0935, -3.8192, 1.5349], [4.3328, -1.8160, 2.7048], [2.6462, -1.2127, 4.4756], [1.1734, -0.2395, 4.5202], [1.0993, -1.9658, 4.0813], [3.7447, 0.2006, 3.0212], [3.0058, 0.6688, 1.4709], [2.3594, 1.2878, 2.9968], [-0.8270, 0.0896, -0.3798], [-1.7047, 0.2188, -1.1365], [-2.6457, 0.3425, -1.9976], [-3.6986, -0.6601, -2.1166], [-5.0527, -0.0236, -1.8063], [-5.2797, 1.1666, -2.7350], [-4.1714, 2.1950, -2.5300], [-2.8105, 1.5534, -2.7946], [-3.4786, -1.4892, -1.4393], [-3.6957, -1.0360, -3.1448], [-5.0753, 0.3099, -0.7657], [-5.8363, -0.7686, -1.9406], [-6.2502, 1.6183, -2.5397], [-5.2756, 0.8242, -3.7715], [-4.2003, 2.5828, -1.5096], [-4.3009, 3.0353, -3.2125], [-2.0052, 2.2477, -2.5493], [-2.7320, 1.2726, -3.8510], [3.1246, 1.9434, -2.5812], [2.2785, 1.4663, -1.3761], [2.1054, 0.0231, -1.4208], [3.3820, -0.6594, -1.2875], [4.3932, -0.1071, -2.3199], [3.6362, 0.7376, -3.2774], [2.5092, -0.0439, -3.8485], [1.5144, -0.3422, -2.6992], [3.9780, 2.5433, -2.2634], [2.5381, 2.5312, -3.2891], [1.2904, 1.9285, -1.3888], [2.7560, 1.7473, -0.4370], [3.2113, -1.7282, -1.4358], [3.7656, -0.5317, -0.2760], [4.8950, -0.9083, -2.8654], [5.1550, 0.5084, -1.8373], [4.2638, 1.0284, -4.0315], [2.9126, -0.9557, -4.2908], [2.0375, 0.5375, -4.6431], [1.2562, -1.4031, -2.6728], [0.5944, 0.2288, -2.8283], [-0.3130, 7.1109, 0.7422], [-0.1038, 5.8103, 0.9270], [1.0554, 5.3620, 1.5623], [1.9444, 6.2405, 2.0156], [1.2914, 4.0050, 1.6986], [2.4469, 3.5733, 2.2475], [0.3704, 3.0169, 1.2734], [0.5749, 1.7577, 1.4506], [-0.7885, 3.5257, 0.6512], [-1.7002, 2.6204, 0.2085], [-1.0254, 4.8753, 0.4623], [-2.1231, 5.2667, -0.1909]],
  "mulliken_spin": [1.263, 0.018, -0.035, -0.002, -0.015, 0.019, -0.034, 0.015, -0.042, 0.013, -0.139, -0.028, -0.039, 0.012, -0.020, 0.009, 0.024, -0.034, 0.012, 0.003, 0.002, 0.001, -0.003, 0.002, 0.002, 0.000, 0.000, -0.001, 0.000, -0.001, -0.002, 0.000, -0.001, -0.001, 0.002, -0.002, -0.001, -0.001, 0.000, 0.001, -0.071, 0.044, 0.004, 0.000, 0.000, 0.000, 0.000, 0.000, -0.001, 0.001, 0.000, 0.000, 0.000, 0.000, 0.000, 0.000, 0.000, 0.000, -0.001, -0.001, 0.026, -0.003, -0.001, 0.000, -0.001, 0.001, 0.000, 0.000, 0.000, -0.001, 0.001, 0.001, 0.000, 0.000, 0.000, 0.000, 0.000, 0.000, -0.001, 0.000, -0.002, 0.001, 0.000, -0.003, 0.000, 0.008, -0.004, 0.002, 0.000, 0.000, 0.000],
  "e_tot_ev": -90427.948,
  "charge": 2,
  "spin_multiplicity": 2,
  "lumo_energy_ha": [-0.2305, -0.1829],
  "de_lowest_kcal_mol": 8.1,
  "max_force_ev_per_a": 2.54,
  "s2": 0.844,
  "homo_lumo_gap_ha": [0.226, 0.280],
  "molar_mass_g_mol": 712.75
}

(3)
{
  "formula": "C34H44N8OP2PdS2",
  "method": "ωB97M-V with the def2-TZVPD basis set",
  "elements": ["Pd", "C", "C", "C", "P", "C", "C", "C", "C", "C", "C", "C", "C", "C", "N", "C", "C", "C", "C", "C", "C", "P", "C", "C", "C", "C", "C", "C", "H", "H", "H", "H", "H", "H", "H", "H", "H", "H", "H", "H", "H", "H", "H", "H", "H", "H", "H", "H", "H", "H", "H", "H", "H", "H", "H", "H", "H", "H", "H", "H", "H", "H", "H", "H", "N", "C", "N", "C", "C", "S", "C", "C", "S", "C", "N", "N", "H", "H", "H", "H", "H", "H", "N", "C", "O", "C", "C", "N", "C", "N", "H", "H"],
  "xyz": [[0.1544, -0.5657, -0.3150], [-1.2327, -2.0838, 4.4683], [-1.4253, -1.7319, 2.9935], [-2.6147, -0.7798, 2.8395], [0.0536, -1.0120, 2.1429], [1.6043, -1.8881, 2.6288], [2.2413, -1.6290, 3.9921], [1.4067, -3.3878, 2.3733], [0.1065, 0.7167, 2.7094], [0.4023, 1.1065, 3.9998], [0.3945, 2.4513, 4.3644], [0.0935, 3.4322, 3.4259], [-0.2619, 3.0744, 2.1450], [-0.2963, 1.7122, 1.7722], [-0.6995, 1.3144, 0.5378], [-1.6278, 2.0249, -0.2047], [-2.6419, 2.7852, 0.3994], [-3.5914, 3.4216, -0.3775], [-3.5527, 3.3130, -1.7635], [-2.5715, 2.5369, -2.3667], [-1.6165, 1.8704, -1.6080], [-0.2739, 0.8799, -2.3409], [0.9719, 2.1691, -2.8171], [0.6155, 3.0067, -4.0419], [1.2581, 3.0631, -1.6076], [-0.9253, 0.2278, -3.9394], [-2.2003, -0.6015, -3.8368], [0.1957, -0.5897, -4.5861], [-2.1758, -2.4563, 4.8686], [-0.9640, -1.2034, 5.0506], [-0.4813, -2.8499, 4.6335], [-1.6444, -2.6496, 2.4343], [-2.5258, 0.0529, 3.5367], [-3.5385, -1.3087, 3.0685], [-2.7004, -0.3653, 1.8318], [2.2955, -1.4922, 1.8752], [1.5832, -1.8880, 4.8189], [2.5616, -0.5946, 4.0898], [3.1333, -2.2495, 4.0839], [0.8377, -3.8605, 3.1704], [2.3761, -3.8852, 2.3378], [0.8835, -3.5870, 1.4356], [0.6747, 0.3724, 4.7402], [0.6615, 2.7314, 5.3720], [0.1453, 4.4765, 3.6976], [-0.4715, 3.8330, 1.4036], [-2.6970, 2.8409, 1.4777], [-4.3687, 4.0001, 0.0991], [-4.2896, 3.8190, -2.3695], [-2.5658, 2.4415, -3.4427], [1.8834, 1.6061, -3.0265], [-0.3199, 3.5490, -3.9030], [0.5499, 2.4231, -4.9572], [1.3961, 3.7534, -4.1907], [0.4385, 3.7631, -1.4450], [2.1634, 3.6426, -1.7868], [1.4136, 2.4920, -0.6882], [-1.1246, 1.0957, -4.5725], [-2.0025, -1.5534, -3.3471], [-2.5642, -0.8245, -4.8393], [-2.9993, -0.0887, -3.3020], [0.4665, -1.4349, -3.9476], [1.0938, 0.0031, -4.7598], [-0.1278, -0.9847, -5.5480], [3.2306, -2.4469, -0.7516], [2.1769, -3.1484, -1.0595], [0.9452, -2.6395, -0.9797], [0.0117, -3.5591, -1.2575], [0.5203, -4.8249, -1.6261], [2.2033, -4.8373, -1.5865], [-1.3703, -3.2052, -1.1238], [-2.4410, -4.0450, -1.2779], [-3.8924, -3.2108, -0.9866], [-2.9802, -1.7468, -0.6757], [-1.6831, -1.9091, -0.7674], [-3.5841, -0.5832, -0.4054], [3.0218, -1.4566, -0.4178], [4.1576, -2.8385, -0.7315], [-0.0344, -5.7013, -1.9059], [-2.4410, -5.0886, -1.5296], [-4.5851, -0.4982, -0.4012], [-3.0374, 0.2645, -0.4033], [3.8088, 0.6211, -1.6105], [3.3400, 0.7387, -0.3415], [2.4075, -0.0797, 0.0292], [3.9119, 1.6513, 0.5407], [3.5681, 1.5918, 1.9143], [3.2790, 1.5340, 3.0256], [4.8885, 2.5582, 0.0524], [5.6157, 3.2882, -0.4550], [3.3982, -0.0465, -2.2402], [4.6007, 1.1618, -1.9151]],
  "mulliken_spin": [1.177, 0.019, 0.034, 0.002, 0.132, 0.038, 0.011, 0.000, 0.163, -0.055, 0.160, -0.040, 0.156, -0.008, 0.577, -0.079, 0.150, -0.043, 0.107, -0.054, 0.089, 0.091, 0.029, 0.012, 0.000, 0.016, 0.003, 0.004, 0.001, -0.001, 0.001, 0.006, -0.004, 0.001, -0.003, -0.007, -0.002, -0.001, 0.001, 0.000, 0.000, 0.010, 0.009, -0.008, 0.005, -0.002, -0.001, 0.002, -0.001, 0.006, 0.004, 0.000, 0.000, 0.000, -0.003, 0.000, -0.016, 0.003, 0.002, 0.000, 0.000, -0.002, 0.000, 0.000, 0.186, 0.048, 0.105, 0.093, 0.353, 0.117, -0.005, 0.143, 0.050, 0.033, 0.079, 0.013, -0.024, -0.011, -0.002, 0.004, 0.000, 0.000, 0.002, -0.011, 0.117, 0.011, 0.001, 0.004, -0.001, 0.006, -0.003, 0.000],
  "e_tot_ev": -93655.128,
  "charge": 2,
  "spin_multiplicity": 5,
  "lumo_energy_ha": [-0.2331, -0.3300],
  "de_lowest_kcal_mol": 0.0,
  "max_force_ev_per_a": 0.49,
  "s2": 6.073,
  "homo_lumo_gap_ha": [0.222, 0.126],
  "molar_mass_g_mol": 813.28
}